DFT (ωB97M-V/def2-TZVPD) results for a cluster of 2 separate species, C5H6Cl2N3O4 in total at a distorted geometry.

Each line ends with the Mulliken charge.
Element x y z (Å)
C -2.09 2.17 0.02  0.562
C 0.82 -0.56 -0.72  -0.726
C -0.62 -1.08 -0.70  -0.393
C 1.27 -0.43 0.73  0.125
C -0.93 -0.76 0.70  0.182
N 0.33 2.15 2.62  -0.384
N 0.00 -0.34 1.45  -0.439
N -0.15 1.97 1.53  0.469
O -3.19 2.68 0.03  -0.665
O -1.50 2.12 1.47  -0.317
O -1.38 1.62 -0.82  -0.592
O -0.44 2.63 3.75  -0.334
Cl 2.06 -1.89 1.33  -0.245
Cl -2.53 -0.78 1.34  -0.191
H 1.43 -1.34 -1.25  0.470
H 1.06 0.33 -1.31  0.211
H -1.25 -0.43 -1.35  0.237
H -0.58 -2.26 -1.00  0.246
H 1.82 0.37 0.98  0.443
H -1.32 2.28 3.63  0.340

* LUMO energy (spin up / spin down): 3.179 / 0.294 eV
* total charge: -1
* spin multiplicity: 3
* Kohn-Sham gap (spin up / spin down): 0.198 / 0.233 hartree


DFT (ωB97M-V/def2-TZVPD) results for the molecule C5H6ClF at a distorted geometry.

Each line ends with the Mulliken charge.
Element x y z (Å)
C -0.41 -0.58 -1.19  -0.204
C 0.43 0.19 -0.19  0.293
C 0.04 0.81 0.96  -0.244
C -0.93 0.31 1.88  -0.173
C -1.30 -0.95 2.11  -0.653
H 0.43 -1.32 -1.45  0.247
H -0.85 0.23 -2.03  0.237
H 0.82 1.65 1.17  0.222
H -1.17 1.19 2.61  0.227
H -1.06 -2.05 1.89  0.248
H -1.95 -1.04 3.01  0.221
F -1.50 -1.26 -0.80  -0.232
Cl 1.78 0.82 -1.14  -0.190

* LUMO energy: 0.173 eV
* relative energy (zero: lowest compared OMol25 entry of this formula, charge and spin): 2.321 eV
* Kohn-Sham gap: 0.329 hartree
* SMILES string: C=C/C=C(/Cl)CF


DFT (ωB97M-V/def2-TZVPD) results for a cluster of 2 separate species, C5H6ClN in total at a distorted geometry.

Each line ends with the Mulliken charge.
Element x y z (Å)
C -2.09 -1.34 -0.38  0.622
C 1.80 0.78 -0.40  -0.042
C 1.13 0.96 -1.37  -0.318
C 2.40 0.78 0.98  -0.863
C -2.09 -0.05 -0.27  -0.512
N -2.40 -2.49 -0.49  -0.414
Cl -3.25 0.78 0.79  -0.212
H -1.94 -3.27 0.00  0.294
H 0.40 0.71 -2.05  0.442
H 3.49 0.89 0.91  0.287
H 2.11 -0.14 1.42  0.258
H 2.02 1.65 1.61  0.253
H -1.58 0.76 -0.74  0.205

* LUMO energy: 0.407 eV
* relative energy (zero: lowest compared OMol25 entry of this formula, charge and spin): 4.038 eV
* Kohn-Sham gap: 0.341 hartree
* SMILES string: N=C=CCl.C#CC


DFT (ωB97M-V/def2-TZVPD) results for a cluster of 2 separate species, C5H6ClN3O3S2 in total at a distorted geometry.

Each line ends with the Mulliken charge.
Element x y z (Å)
C 2.45 -1.08 0.54  -0.288
C 2.83 0.17 0.14  -0.471
C -0.87 -2.06 -0.20  0.197
C 0.41 -2.45 0.29  -0.389
C 0.41 -0.34 -0.28  0.225
N -0.82 -0.74 -0.60  -0.308
N 1.17 -1.37 0.30  0.213
N -2.30 1.95 -0.72  -0.248
O -4.43 0.95 0.21  -0.500
O -2.31 0.52 1.30  -0.628
O -1.09 2.39 -0.13  -0.419
S 1.42 1.03 -0.51  -0.024
S -2.90 0.48 -0.01  0.714
Cl -2.16 -3.12 -0.37  -0.175
H 3.09 -1.90 0.79  0.381
H 3.59 0.82 0.39  0.481
H 0.71 -3.37 0.92  0.277
H -4.60 1.83 0.58  0.327
H -2.45 2.17 -1.66  0.218
H -1.01 1.78 0.73  0.416

* LUMO energy: 0.572 eV
* relative energy (zero: lowest compared OMol25 entry of this formula, charge and spin): 0.058 eV
* Kohn-Sham gap: 0.331 hartree


DFT (ωB97M-V/def2-TZVPD) results for the molecule C5H6ClNO at a distorted geometry.

Each line ends with the Mulliken charge.
Element x y z (Å)
C 0.13 -0.12 -0.33  0.671
C 1.27 0.78 -0.76  -0.213
C 1.68 1.98 -0.28  -0.761
C -0.61 -0.10 0.99  -0.323
C -1.82 -0.60 1.24  -0.059
H -0.48 -2.89 -1.68  0.344
H 1.79 0.43 -1.67  0.271
H 1.16 2.44 0.60  0.245
H 2.59 2.43 -0.62  0.264
H 0.13 0.44 1.71  0.209
H -2.38 -1.21 0.42  0.287
N -0.11 -0.95 -1.30  -0.374
O -0.87 -2.03 -1.11  -0.400
Cl -2.49 -0.60 2.79  -0.161

* LUMO energy: 0.208 eV
* relative energy (zero: lowest compared OMol25 entry of this formula, charge and spin): 4.368 eV
* Kohn-Sham gap: 0.335 hartree
* SMILES string: C=CC(/C=C/Cl)=N/O


DFT (ωB97M-V/def2-TZVPD) results for the molecule C5H6ClNO at a distorted geometry.

Each line ends with the Mulliken charge.
Element x y z (Å)
C 2.07 -0.23 -0.05  -0.253
C 1.23 0.80 -0.15  -0.475
C -0.29 0.75 -0.21  -0.039
C -1.10 0.18 0.97  -0.381
C -1.60 -0.91 -0.07  0.317
H 3.14 -0.08 0.02  0.355
H 1.70 1.80 -0.21  0.286
H -0.58 1.75 -0.46  0.401
H -1.73 0.94 1.51  0.262
H -0.52 -0.38 1.74  0.226
H -0.59 -0.69 -1.96  0.263
N -0.97 -0.22 -1.10  -0.229
O -2.32 -1.88 -0.06  -0.594
Cl 1.56 -1.85 0.03  -0.142

* LUMO energy: 0.761 eV
* relative energy (zero: lowest compared OMol25 entry of this formula, charge and spin): 1.340 eV
* Kohn-Sham gap: 0.383 hartree
* SMILES string: O=C1C[C@@H](/C=C\Cl)N1


DFT (ωB97M-V/def2-TZVPD) results for the ion C5H6ClNOPS with charge +1 at a distorted geometry.

Each line ends with the Mulliken charge.
Element x y z (Å)
C 0.67 -0.11 -1.60  -0.034
C 0.26 1.09 -1.06  -0.786
C 0.37 -1.27 -0.88  -0.752
C -0.57 1.15 0.05  0.212
C -0.36 -1.16 0.29  0.178
N -0.87 0.02 0.65  -0.209
O -0.93 -0.21 3.28  -0.486
P -2.09 0.28 2.33  0.842
S -2.65 2.10 2.61  -0.206
Cl -3.19 -1.27 2.19  -0.085
H 1.20 -0.34 -2.55  0.370
H 0.44 2.04 -1.69  0.286
H 0.59 -2.22 -1.11  0.503
H -0.97 1.99 0.39  0.424
H -0.71 -1.87 1.00  0.359
H -0.20 0.37 3.50  0.384

* LUMO energy: -4.226 eV
* total charge: +1
* relative energy (zero: lowest compared OMol25 entry of this formula, charge and spin): 0.532 eV
* Kohn-Sham gap: 0.360 hartree
* SMILES string: O[P@](=S)(Cl)[n+]1ccccc1


DFT (ωB97M-V/def2-TZVPD) results for a cluster of 2 separate species, C5H6ClNS in total at a distorted geometry.

Each line ends with the Mulliken charge.
Element x y z (Å)
C 2.64 2.04 -2.08  -0.535
C 1.46 1.86 -1.95  -0.081
C -1.63 -0.13 0.10  0.421
C 0.31 -1.40 1.07  -1.059
C -0.99 -0.58 1.35  -0.365
N -1.08 0.47 -0.84  -0.156
S -0.98 1.35 -2.15  0.146
Cl -3.44 -0.29 -0.02  -0.221
H 3.77 2.10 -2.19  0.297
H 1.22 -0.71 0.91  0.274
H 0.50 -2.07 1.88  0.344
H 0.39 -1.71 0.01  0.320
H -0.66 0.30 2.02  0.251
H -1.51 -1.25 1.87  0.366

* LUMO energy: -1.742 eV
* relative energy (zero: lowest compared OMol25 entry of this formula, charge and spin): 6.254 eV
* Kohn-Sham gap: 0.285 hartree


DFT (ωB97M-V/def2-TZVPD) results for the molecule C5H6ClNS.

Each line ends with the Mulliken charge.
Element x y z (Å)
C -2.04 -0.37 -0.40  -0.363
C -1.66 0.78 0.13  -0.216
C -0.35 1.41 -0.10  -0.299
C 0.84 0.79 -0.07  -0.301
C 2.21 -1.21 0.22  -0.098
H -1.45 -0.95 -1.09  0.413
H -2.37 1.33 0.78  0.312
H -0.34 2.50 -0.25  0.328
H 1.78 1.31 -0.27  0.271
H 0.21 -1.07 0.57  0.292
H 2.09 -2.22 0.60  0.296
N 1.02 -0.56 0.25  -0.121
S 3.65 -0.65 -0.26  -0.339
Cl -3.59 -1.08 -0.11  -0.177

* LUMO energy: 0.013 eV
* relative energy (zero: lowest compared OMol25 entry of this formula, charge and spin): 0.872 eV
* Kohn-Sham gap: 0.315 hartree
* SMILES string: S=CN/C=C\C=C\Cl


DFT (ωB97M-V/def2-TZVPD) results for a structure of composition C5H6CuLiO4 at a distorted geometry.

Each line ends with the Mulliken charge.
Element x y z (Å)
O -3.79 1.57 0.23  -0.786
C -2.71 1.61 0.89  0.903
O -2.47 2.42 1.82  -0.593
O -1.99 0.44 0.65  -0.461
C -0.56 0.58 0.66  -0.409
C 0.13 -0.75 0.36  -0.823
Cu -1.51 0.19 3.06  0.745
H -0.21 0.95 1.62  0.529
H -0.29 1.29 -0.12  0.373
H -0.43 -1.38 -0.33  0.352
H 0.51 -1.25 1.23  0.267
Li -3.65 -0.30 -0.38  0.886
C 3.03 -0.74 -1.73  -1.011
C 3.84 -1.67 -2.14  0.847
O 4.62 -2.45 -2.56  -0.343
H 2.17 -0.45 -2.31  0.262
H 3.31 -0.06 -0.95  0.262

* LUMO energy (spin up / spin down): -6.126 / -6.220 eV
* total charge: +1
* spin multiplicity: 2
* relative energy (zero: lowest compared OMol25 entry of this formula, charge and spin): 2.143 eV
* Kohn-Sham gap (spin up / spin down): 0.209 / 0.206 hartree


DFT (ωB97M-V/def2-TZVPD) results for a structure of composition C5H6EuO3 at a distorted geometry.

Each line ends with the Mulliken charge.
Element x y z (Å)
O 2.24 -1.49 0.19  -0.748
C 1.74 -0.33 0.34  0.711
O 1.63 0.32 1.37  -0.619
O 1.10 0.07 -0.80  -0.345
C 0.33 1.25 -0.74  -0.370
Eu 4.28 -2.82 1.05  1.812
H 0.92 2.08 -0.32  0.340
H 0.04 1.48 -1.76  0.370
C -0.91 1.08 0.14  -0.306
C -1.72 -0.04 -0.08  0.394
C -2.39 -1.12 -0.21  -0.592
H -1.50 2.00 0.29  0.436
H -0.55 0.79 1.17  0.333
H -2.27 -1.94 0.51  0.291
H -2.93 -1.31 -1.15  0.294

* LUMO energy (spin up / spin down): -8.930 / -8.707 eV
* total charge: +2
* spin multiplicity: 8
* relative energy (zero: lowest compared OMol25 entry of this formula, charge and spin): 0.000 eV
* Kohn-Sham gap (spin up / spin down): 0.267 / 0.276 hartree


DFT (ωB97M-V/def2-TZVPD) results for the molecule C5H6F2O at a distorted geometry.

Each line ends with the Mulliken charge.
Element x y z (Å)
C 1.75 1.06 0.11  -0.176
C 1.15 0.31 1.11  -0.300
C -0.65 -0.67 -0.04  -0.087
C 1.08 1.43 -1.04  0.357
C -1.99 -1.34 0.24  -1.087
O 0.07 -0.36 0.99  -0.273
F -0.27 1.62 -1.25  -0.219
F 1.78 2.00 -2.12  -0.259
H 2.80 0.83 0.05  0.268
H 1.67 0.01 1.97  0.415
H -0.53 -0.43 -1.06  0.483
H -2.63 -0.52 0.22  0.272
H -1.99 -1.81 1.28  0.280
H -2.24 -2.12 -0.47  0.325

* LUMO energy (spin up / spin down): 0.764 / 0.395 eV
* relative energy (zero: lowest compared OMol25 entry of this formula, charge and spin): 4.229 eV
* Kohn-Sham gap (spin up / spin down): 0.290 / 0.278 hartree